Model i:
Here is the molecule C5H10O2 from OMol25. Energies are from ωB97M-V with the def2-TZVPD basis set.

Structure (ORCA input):
```
! wB97M-V def2-TZVPD RIJCOSX def2/J DEFGRID3
* xyz 0 1
C 2.35624 -0.80893 -0.25192
C 1.04320 -0.86078 0.50265
O 0.37688 0.38273 0.34480
C -1.02648 0.28015 0.30891
C -1.61283 1.66929 0.52339
C -1.45990 -0.23978 -1.05673
O -2.49959 -0.81366 -1.26713
H 2.96001 0.03636 0.09044
H 2.92524 -1.73146 -0.09878
H 2.17162 -0.68615 -1.32384
H 0.42157 -1.68433 0.11876
H 1.20943 -1.05080 1.57343
H -1.40576 -0.40934 1.07856
H -2.70494 1.63077 0.47323
H -1.30865 2.04970 1.50210
H -1.24418 2.36012 -0.24205
H -0.73079 -0.01051 -1.86866
*
```

HOMO: -9.63 eV
E_LUMO: 0.994 eV
gap between HOMO and LUMO: 10.62 eV
SMILES: CCO[C@@H](C)C=O

Model ii:
Here is the molecule C5H10O2 from OMol25. Energies are from ωB97M-V with the def2-TZVPD basis set.

Structure (ORCA input):
```
! wB97M-V def2-TZVPD RIJCOSX def2/J DEFGRID3
* xyz 0 1
O -1.09817 0.23222 -1.33829
C -1.98275 1.17443 -0.75168
C -0.61397 1.02869 -0.25315
C -0.28278 0.28442 1.01584
C 1.09529 -0.38811 0.98714
C 1.31227 -1.39436 -0.14529
O 1.43754 -0.79320 -1.41571
H 0.54647 -0.61500 -1.74728
H -2.81141 0.73980 -0.19424
H -2.23703 2.01790 -1.39106
H 0.11818 1.77791 -0.56168
H -1.06724 -0.46325 1.19566
H -0.31744 0.99303 1.85429
H 1.25523 -0.89903 1.94652
H 1.87726 0.37768 0.90105
H 0.51293 -2.15242 -0.13691
H 2.25564 -1.92072 0.03479
*
```

HOMO: -9.90 eV
E_LUMO: 1.070 eV
gap between HOMO and LUMO: 10.97 eV
SMILES: OCCC[C@@H]1CO1

Model iii:
Here is the molecule C5H10O2 from OMol25. Energies are from ωB97M-V with the def2-TZVPD basis set.

Structure (ORCA input):
```
! wB97M-V def2-TZVPD RIJCOSX def2/J DEFGRID3
* xyz 0 1
C 0.47869 1.23918 -2.37299
C 0.71057 0.85487 -0.92794
O -0.49131 0.32484 -0.40789
C -0.31023 -0.19856 0.88762
C -1.65842 -0.73598 1.36713
C 0.65407 -1.36040 0.82251
O 1.09151 -1.59697 2.04206
H -0.35299 1.94611 -2.44622
H 1.37624 1.70341 -2.79456
H 0.23174 0.35174 -2.96323
H 1.51128 0.10183 -0.85415
H 1.02124 1.72996 -0.33051
H 0.03928 0.59752 1.57468
H -1.60045 -1.04055 2.41602
H -2.41520 0.04562 1.25949
H -1.95954 -1.59428 0.75799
H 1.67351 -2.36835 1.96999
*
```

HOMO: -8.60 eV
E_LUMO: 0.775 eV
gap between HOMO and LUMO: 9.37 eV

Model iv:
Here is the molecule C5H10O2 from OMol25. Energies are from ωB97M-V with the def2-TZVPD basis set.

Structure (ORCA input):
```
! wB97M-V def2-TZVPD RIJCOSX def2/J DEFGRID3
* xyz 0 1
C 0.93113 -0.84995 -1.38327
C -0.07226 -0.76306 -0.25014
C 0.42273 -0.25714 1.12383
O 1.58596 0.52049 0.95751
C -0.87982 0.56859 1.24790
C -1.13233 0.38015 -0.25715
O -0.75054 1.55377 -0.93952
H 0.44336 -1.14413 -2.32043
H 1.70358 -1.59452 -1.16674
H 1.43334 0.11016 -1.52251
H -0.58877 -1.72241 -0.11365
H 0.57967 -1.03052 1.89156
H 1.67740 1.08673 1.73353
H -1.63406 0.07056 1.86603
H -0.76993 1.61159 1.56334
H -2.15077 0.08005 -0.54409
H -0.79870 1.37965 -1.88622
*
```

HOMO: -9.48 eV
E_LUMO: 0.897 eV
gap between HOMO and LUMO: 10.38 eV
SMILES: C[C@@H]1[C@H](O)C[C@@H]1O

Stability, descending: model i, model iv, model ii, model iii

Model i:
Here is the molecule C5H10O2 from OMol25. Energies are from ωB97M-V with the def2-TZVPD basis set.

Structure (ORCA input):
```
! wB97M-V def2-TZVPD RIJCOSX def2/J DEFGRID3
* xyz 0 1
C -1.59964 -0.22752 -0.53268
O -2.54197 0.67937 0.00164
C -0.30071 0.44078 -0.98395
C 0.97108 -0.33402 -0.67615
C 1.19001 -0.76026 0.77888
C 1.12276 0.38633 1.75030
O 1.89934 0.55343 2.65524
H -1.36994 -0.98839 0.21557
H -2.04269 -0.77405 -1.37478
H -2.52596 1.48279 -0.52417
H -0.38567 0.73242 -2.03387
H -0.28251 1.41671 -0.49231
H 0.95511 -1.23958 -1.27839
H 1.83565 0.22409 -1.03351
H 0.54073 -1.57330 1.08548
H 2.20456 -1.16051 0.85434
H 0.32983 1.14171 1.58839
*
```

HOMO: -9.76 eV
E_LUMO: 0.862 eV
gap between HOMO and LUMO: 10.62 eV
SMILES: O=CCCCCO

Model ii:
Here is a cluster of 2 separate species, C5H10O2 in total from OMol25. Energies are from ωB97M-V with the def2-TZVPD basis set.

Structure (ORCA input):
```
! wB97M-V def2-TZVPD RIJCOSX def2/J DEFGRID3
* xyz 0 1
C 2.15999 0.84418 -0.38719
O 0.75941 1.01980 -0.39880
C 0.03482 0.02363 -0.98268
C 0.15959 -1.67032 1.21203
O 0.21909 -2.75553 0.69520
C -1.27983 -0.07730 -0.78318
C -2.03737 0.84128 0.12679
H 2.47062 0.09931 0.35848
H 2.53713 0.53188 -1.36892
H 2.59082 1.80982 -0.11871
H 0.58785 -0.66668 -1.62119
H -0.76930 -1.25263 1.64680
H 1.05499 -1.03074 1.36777
H -1.80268 -0.89617 -1.26928
H -3.07263 0.98080 -0.19556
H -2.07563 0.44332 1.15044
H -1.55436 1.81979 0.18646
*
```

HOMO: -8.73 eV
E_LUMO: 0.895 eV
gap between HOMO and LUMO: 9.62 eV
SMILES: C/C=C\OC.C=O

Model iii:
Here is a cluster of 2 separate species, C5H10O2 in total from OMol25. Energies are from ωB97M-V with the def2-TZVPD basis set.

Structure (ORCA input):
```
! wB97M-V def2-TZVPD RIJCOSX def2/J DEFGRID3
* xyz 0 1
C -2.13255 -0.19799 -0.73951
C -0.74976 0.28444 -1.15791
C -0.08791 -0.07031 1.28485
O 0.02983 -1.26833 1.34837
C 0.15918 0.71309 -0.00142
C 1.63807 0.50204 -0.32714
O 2.04181 -0.09899 -1.28945
H -2.79155 -0.32141 -1.60512
H -2.06528 -1.16720 -0.24252
H -2.61010 0.50632 -0.05316
H -0.25384 -0.49754 -1.73012
H -0.84009 1.14245 -1.82178
H -0.37823 0.51379 2.17717
H 2.49674 -1.51126 1.72494
H 3.17795 -1.22199 1.77883
H 0.02215 1.77825 0.23073
H 2.34355 0.91462 0.42326
*
```

HOMO: -10.02 eV
E_LUMO: 0.377 eV
gap between HOMO and LUMO: 10.40 eV
SMILES: CCC(C=O)C=O.[H][H]

Model iv:
Here is a structure of composition C5H10O2 from OMol25. Energies are from ωB97M-V with the def2-TZVPD basis set.

Structure (ORCA input):
```
! wB97M-V def2-TZVPD RIJCOSX def2/J DEFGRID3
* xyz 0 1
C -0.32505 2.28472 0.10639
C -0.33790 0.79515 -0.10476
O 0.03599 0.57105 -1.84772
C 0.76550 -0.00545 0.35739
C 0.48725 -1.39345 0.89312
C -0.32877 -2.31268 0.01989
O -0.83330 -2.03863 -1.05154
H -0.65913 2.47721 1.13570
H 0.68577 2.69268 0.00446
H -0.99760 2.81402 -0.57400
H -1.34109 0.36250 -0.10093
H -0.45812 -0.26107 -2.00554
H 0.87939 0.13366 -1.17337
H 1.52509 0.54479 0.91610
H -0.04198 -1.40313 1.86873
H 1.42420 -1.93256 1.10897
H -0.48026 -3.32880 0.44712
*
```

HOMO: -7.87 eV
E_LUMO: 0.959 eV
gap between HOMO and LUMO: 8.82 eV

Stability, descending: model i, model iii, model ii, model iv

Model i:
Here is a cluster of 2 separate species, C5H10O2 in total from OMol25. Energies are from ωB97M-V with the def2-TZVPD basis set.

Structure (ORCA input):
```
! wB97M-V def2-TZVPD RIJCOSX def2/J DEFGRID3
* xyz 0 1
C 0.83333 -1.32577 1.51871
C 0.00047 -0.24543 0.92348
O -1.18339 -0.06340 1.45906
C 0.49102 0.68750 -0.04816
C -0.17790 0.26304 -1.43745
C -0.77564 1.66723 -1.37888
O -0.28829 1.88459 -0.02151
H 0.29590 -2.26754 1.64856
H 1.74407 -1.48979 0.94025
H 1.12438 -0.97012 2.51921
H 0.72428 -2.37638 -1.07339
H -1.49761 0.79135 1.08294
H 1.57356 0.85470 -0.05306
H 0.71653 -1.76426 -1.51076
H -0.91883 -0.54127 -1.36811
H -1.85743 1.84581 -1.44420
H -0.26507 2.37863 -2.04427
*
```

HOMO (alpha / beta): -6.54 / -7.67 eV
E_LUMO (alpha / beta): -0.227 / 0.608 eV
gap between HOMO and LUMO (alpha / beta): 6.32 / 8.28 eV

Model ii:
Here is the molecule C5H10O2 from OMol25. Energies are from ωB97M-V with the def2-TZVPD basis set.

Structure (ORCA input):
```
! wB97M-V def2-TZVPD RIJCOSX def2/J DEFGRID3
* xyz 0 1
C -1.12805 0.68908 1.66697
C -0.61272 -0.28977 0.63379
O -1.20262 0.01794 -0.64143
C -0.21876 -0.08150 -1.65873
C 0.91450 -0.89320 -1.03785
C 0.89993 -0.27523 0.36249
O 1.44363 1.03120 0.34961
H -2.22123 0.72059 1.62679
H -0.73388 1.68819 1.46823
H -0.82745 0.38643 2.67574
H -0.89978 -1.31631 0.91773
H 0.16221 0.92573 -1.93824
H -0.67120 -0.49836 -2.56076
H 0.65260 -1.95588 -0.97416
H 1.86963 -0.78800 -1.55810
H 1.46789 -0.83883 1.10799
H 1.10530 1.47792 -0.44007
*
```

HOMO: -9.69 eV
E_LUMO: 0.935 eV
gap between HOMO and LUMO: 10.63 eV
SMILES: C[C@H]1OCC[C@H]1O

Model iii:
Here is a structure of composition C5H10O2 from OMol25. Energies are from ωB97M-V with the def2-TZVPD basis set.

Structure (ORCA input):
```
! wB97M-V def2-TZVPD RIJCOSX def2/J DEFGRID3
* xyz 0 1
C 2.13166 0.64015 -0.02898
O 0.83485 0.35592 -0.51091
C 0.27363 -0.76505 0.11527
C -0.38878 -0.61721 1.45881
C -1.20136 -0.86557 0.22030
C -1.96867 0.84292 -0.87157
O -1.50738 0.62186 -2.10685
H 2.82419 -0.19311 -0.21949
H 2.11882 0.84526 1.05069
H 2.48627 1.52531 -0.56164
H 0.83022 -1.68500 -0.07796
H -0.27120 -1.41252 2.19204
H -0.41794 0.38307 1.88696
H -1.63162 -1.85313 0.06190
H -2.25630 -0.13056 -0.18590
H -1.30010 1.48087 -0.28091
H -0.55628 0.82681 -2.14177
*
```

HOMO: -7.91 eV
E_LUMO: 0.853 eV
gap between HOMO and LUMO: 8.76 eV

Model iv:
Here is the molecule C5H10O2 from OMol25. Energies are from ωB97M-V with the def2-TZVPD basis set.

Structure (ORCA input):
```
! wB97M-V def2-TZVPD RIJCOSX def2/J DEFGRID3
* xyz 0 1
C 1.71503 1.16450 -0.43137
O 1.11352 0.16405 -1.23350
C 0.32424 -0.77876 -0.59711
C 0.76788 -1.24441 0.68862
O -1.41565 -1.76288 0.36277
C -1.35112 -0.62740 -0.28585
C -1.70780 0.65734 0.45859
H 1.16488 1.30732 0.50900
H 2.75459 0.90927 -0.19450
H 1.70335 2.09639 -1.00291
H 0.16792 -1.58081 -1.31726
H 0.14545 -1.22168 1.56760
H 1.84064 -1.39595 0.84138
H -1.78528 -0.61846 -1.30070
H -1.39574 1.54276 -0.10797
H -2.79402 0.70617 0.59168
H -1.24788 0.68256 1.45152
*
```

HOMO (alpha / beta): -9.27 / -9.13 eV
E_LUMO (alpha / beta): -0.461 / -0.991 eV
gap between HOMO and LUMO (alpha / beta): 8.80 / 8.14 eV

Stability, descending: model ii, model iv, model iii, model i

Model i:
Here is a structure of composition C5H10O2 from OMol25. Energies are from ωB97M-V with the def2-TZVPD basis set.

Structure (ORCA input):
```
! wB97M-V def2-TZVPD RIJCOSX def2/J DEFGRID3
* xyz 0 1
C 2.13192 -0.11263 -0.34641
O 1.16137 -0.25702 0.71289
C -0.51684 0.02903 0.35119
C -0.65450 1.07275 -0.71664
C -1.55309 0.16793 1.47940
C -0.19205 -1.36269 0.01308
O -0.01857 -1.74425 -1.12964
H 1.87904 -0.68250 -1.25590
H 3.10950 -0.49820 -0.00739
H 2.25864 0.94245 -0.59142
H -0.10477 0.77642 -1.60760
H -0.28209 2.02014 -0.31240
H -1.70439 1.24812 -0.99726
H -2.02920 1.15670 1.54876
H -2.37669 -0.54360 1.27082
H -1.15132 -0.11515 2.44961
H -0.17075 -1.99996 0.91799
*
```

HOMO: -9.15 eV
E_LUMO: 0.828 eV
gap between HOMO and LUMO: 9.98 eV

Model ii:
Here is a structure of composition C5H10O2 from OMol25. Energies are from ωB97M-V with the def2-TZVPD basis set.

Structure (ORCA input):
```
! wB97M-V def2-TZVPD RIJCOSX def2/J DEFGRID3
* xyz 0 1
C -0.34702 0.13631 2.24377
C 0.65046 0.98039 1.49606
O 1.81693 0.66031 1.33333
C -0.31750 0.35027 -0.61666
C 0.37754 -0.00217 -1.91085
C -0.28520 -1.36796 -1.67396
O -0.92660 -0.92782 -0.46335
H -0.04791 0.31333 3.27837
H -1.39400 0.43352 2.11615
H -0.24267 -0.92557 2.01021
H 0.27341 1.98547 1.19859
H 0.55751 0.42822 0.01164
H -1.03063 1.18313 -0.55180
H 0.07791 0.58035 -2.77447
H 1.46786 0.01639 -1.79307
H 0.39847 -2.19976 -1.48127
H -1.02855 -1.64441 -2.42268
*
```

HOMO: -9.49 eV
E_LUMO: 0.960 eV
gap between HOMO and LUMO: 10.45 eV

Model iii:
Here is a cluster of 2 separate species, C5H10O2 in total from OMol25. Energies are from ωB97M-V with the def2-TZVPD basis set.

Structure (ORCA input):
```
! wB97M-V def2-TZVPD RIJCOSX def2/J DEFGRID3
* xyz 0 1
O 2.73625 -0.93154 0.08388
C 1.43460 -1.22252 0.53698
C 0.52451 0.15216 -1.24109
C 0.28932 -1.10251 -0.48581
C -2.23730 0.79199 0.73077
C -1.45846 1.80913 0.37320
O 1.28295 1.05690 -0.93689
H 2.73551 0.00779 -0.16769
H 1.13637 -0.55748 1.35136
H 1.37789 -2.26839 0.83557
H -0.03728 0.17511 -2.17248
H -0.69340 -1.17264 0.02126
H 0.32798 -1.96801 -1.15679
H -2.08634 0.20412 1.63686
H -3.10581 0.51573 0.14320
H -0.59494 2.09447 0.96248
H -1.63184 2.41569 -0.51480
*
```

HOMO: -9.91 eV
E_LUMO: 0.831 eV
gap between HOMO and LUMO: 10.74 eV
SMILES: O=CCCO.C=C

Stability, descending: model iii, model i, model ii